*one*
10
Properties=species:S:1:pos:R:3 method="wB97M-V/def2-TZVPD" charge=0 smiles="OC(O)=C(O)O" multiplicity=1 gap_ev=7.48
O -1.72 -0.54 0.18
C -0.66 0.12 -0.27
O -0.76 1.02 -1.33
C 0.64 -0.03 0.40
O 1.74 0.46 -0.20
O 0.76 -1.05 1.28
H -2.48 -0.62 -0.46
H -0.02 1.69 -1.23
H 2.42 -0.14 -0.47
H 0.16 -1.77 1.32


*two*
10
Properties=species:S:1:pos:R:3 method="wB97M-V/def2-TZVPD" charge=0 multiplicity=1 gap_ev=8.85
C -1.71 0.43 0.20
C 0.23 -0.16 0.28
O -2.41 0.08 -0.68
O 0.84 0.92 0.84
O 0.23 -1.30 1.09
O 0.77 -0.37 -0.93
H -1.90 0.92 1.15
H 0.88 0.66 1.78
H 0.68 -2.01 0.60
H 1.40 0.30 -1.04


Which structure is the most stable? The one labeled *two*.


*one*
52
Properties=species:S:1:pos:R:3 method="wB97M-V/def2-TZVPD" charge=0 smiles="CCOCCCNC(=O)[C@@H](NC(=O)CNC(C)=O)c1ccc(C)cc1" multiplicity=1 gap_ev=9.27
C -0.79 0.00 -2.56
C -2.20 0.50 -2.33
O -2.51 0.46 -0.95
C -3.55 1.33 -0.56
C -3.09 2.79 -0.40
C -2.49 3.08 0.98
N -1.53 2.08 1.40
C -0.39 1.86 0.73
O 0.04 2.56 -0.15
C 0.34 0.59 1.26
N -0.41 -0.59 0.87
C -1.50 -1.02 1.51
O -1.95 -0.50 2.53
C -2.12 -2.26 0.88
N -1.24 -3.41 0.93
C -0.26 -3.62 0.04
C 0.55 -4.87 0.29
O -0.05 -2.86 -0.89
C 1.77 0.57 0.79
C 2.28 -0.33 -0.13
C 3.60 -0.25 -0.53
C 4.45 0.74 -0.04
C 5.87 0.84 -0.48
C 3.93 1.64 0.88
C 2.61 1.56 1.29
H -0.68 -1.03 -2.23
H -0.09 0.64 -2.02
H -0.55 0.05 -3.62
H -2.29 1.53 -2.71
H -2.93 -0.12 -2.88
H -4.37 1.28 -1.29
H -3.91 0.94 0.40
H -2.33 3.00 -1.15
H -3.93 3.46 -0.57
H -3.28 3.11 1.74
H -1.99 4.05 0.95
H -1.86 1.35 2.03
H 0.31 0.64 2.35
H -0.21 -0.99 -0.04
H -2.33 -2.03 -0.17
H -3.05 -2.50 1.40
H -1.30 -4.00 1.75
H -0.10 -5.73 0.41
H 1.22 -5.04 -0.55
H 1.15 -4.75 1.19
H 1.67 -1.12 -0.55
H 3.98 -0.96 -1.25
H 6.54 0.91 0.37
H 6.01 1.74 -1.08
H 6.16 -0.02 -1.09
H 4.57 2.42 1.28
H 2.23 2.28 2.00


*two*
52
Properties=species:S:1:pos:R:3 method="wB97M-V/def2-TZVPD" charge=0 smiles="CCOCCCNC(=O)[C@@H](NC(=O)CNC(C)=O)c1ccc(C)cc1" multiplicity=1 gap_ev=9.41
C -4.47 -1.15 -0.52
C -3.54 -2.28 -0.97
O -3.09 -3.07 0.11
C -1.98 -2.56 0.81
C -0.66 -3.14 0.28
C 0.55 -2.60 1.04
N 0.80 -1.21 0.73
C 0.44 -0.21 1.55
O -0.04 -0.37 2.65
C 0.64 1.21 0.98
N 1.72 1.30 0.03
C 2.97 1.67 0.36
O 3.32 2.07 1.44
C 3.96 1.49 -0.82
N 4.40 0.11 -0.88
C 3.62 -0.90 -1.31
C 4.25 -2.26 -1.22
O 2.48 -0.72 -1.72
C -0.68 1.60 0.36
C -1.07 1.09 -0.88
C -2.29 1.44 -1.43
C -3.17 2.27 -0.75
C -4.50 2.64 -1.33
C -2.79 2.75 0.50
C -1.56 2.42 1.04
H -5.31 -1.56 0.02
H -4.84 -0.61 -1.39
H -3.94 -0.45 0.12
H -4.08 -2.96 -1.62
H -2.69 -1.86 -1.53
H -1.95 -1.47 0.78
H -2.11 -2.86 1.86
H -0.70 -4.23 0.38
H -0.56 -2.90 -0.78
H 1.44 -3.18 0.79
H 0.37 -2.66 2.12
H 1.16 -1.02 -0.20
H 0.88 1.87 1.82
H 1.57 0.92 -0.90
H 4.82 2.13 -0.66
H 3.47 1.75 -1.76
H 5.28 -0.11 -0.44
H 5.22 -2.27 -1.72
H 4.40 -2.53 -0.18
H 3.60 -3.00 -1.69
H -0.42 0.43 -1.43
H -2.57 1.04 -2.40
H -4.65 3.71 -1.29
H -5.30 2.17 -0.76
H -4.58 2.31 -2.36
H -3.46 3.40 1.04
H -1.28 2.81 2.01


Which structure is the most stable? The one labeled *one*.


*one*
124
Properties=species:S:1:pos:R:3 method="wB97M-V/def2-TZVPD" charge=0 smiles="C[C@H]1COC(=O)O1.C[C@H]1COC(=O)O1.C[C@H]1COC(=O)O1.C[C@H]1COC(=O)O1.COC(=O)OC.COC(=O)OC.COC(=O)OC.CCCC#N.CCCC#N.CCCC#N" multiplicity=1 gap_ev=9.36
C 8.88 -11.99 4.07
C 8.27 -10.92 5.01
C 7.24 -11.42 6.00
O 7.63 -10.80 7.18
C 8.82 -10.22 7.07
O 9.41 -9.61 7.98
O 9.21 -10.26 5.78
H 9.57 -12.70 4.55
H 9.38 -11.65 3.17
H 8.14 -12.62 3.60
H 7.83 -10.15 4.35
H 7.19 -12.48 6.18
H 6.28 -11.16 5.57
C 3.33 -13.54 7.92
C 3.32 -14.58 9.06
C 3.22 -14.01 10.48
O 2.09 -14.66 11.02
C 1.51 -15.47 10.11
O 0.52 -16.14 10.32
O 2.10 -15.34 8.98
H 2.44 -12.89 7.97
H 3.42 -14.05 6.98
H 4.19 -12.86 7.96
H 4.22 -15.18 8.93
H 3.32 -12.90 10.50
H 4.15 -14.42 10.96
C 3.27 -15.77 2.53
C 2.28 -15.70 3.67
C 1.40 -16.95 3.89
O 1.84 -17.53 5.06
C 2.76 -16.75 5.63
O 3.20 -16.95 6.80
O 3.00 -15.69 4.86
H 3.77 -14.80 2.41
H 2.79 -16.04 1.58
H 3.95 -16.62 2.67
H 1.64 -14.82 3.56
H 1.48 -17.70 3.13
H 0.34 -16.82 4.00
C 6.42 -12.70 0.69
C 5.60 -11.73 1.55
C 4.10 -11.97 1.32
O 3.49 -11.77 2.60
C 4.40 -12.07 3.47
O 4.27 -12.24 4.70
O 5.65 -12.03 2.92
H 7.47 -12.70 0.96
H 6.47 -12.36 -0.34
H 6.16 -13.73 0.73
H 5.90 -10.70 1.32
H 3.86 -13.02 0.99
H 3.64 -11.26 0.60
C 8.67 -15.73 -0.12
O 9.07 -14.41 0.16
C 10.33 -14.19 0.50
O 11.35 -15.22 0.43
O 10.58 -12.92 0.92
C 11.81 -12.57 1.56
H 9.13 -16.52 0.52
H 8.88 -15.90 -1.17
H 7.58 -15.83 -0.09
H 12.55 -13.15 1.09
H 11.73 -12.52 2.66
H 12.15 -11.56 1.26
C 6.93 -11.91 10.48
O 7.68 -12.08 11.65
C 7.31 -12.93 12.65
O 6.18 -13.77 12.47
O 7.98 -12.89 13.73
C 7.77 -13.92 14.67
H 6.02 -11.38 10.56
H 6.63 -12.88 10.12
H 7.44 -11.36 9.67
H 7.90 -14.92 14.17
H 6.76 -13.93 15.09
H 8.49 -13.89 15.50
C 13.36 -10.28 6.98
O 12.48 -11.40 6.53
C 11.58 -12.01 7.29
O 11.54 -11.82 8.71
O 10.84 -12.83 6.65
C 10.06 -13.72 7.39
H 14.10 -10.47 7.77
H 12.67 -9.49 7.29
H 13.92 -9.87 6.13
H 9.47 -14.40 6.77
H 9.35 -13.18 7.99
H 10.80 -14.21 7.99
C 6.79 -15.36 3.09
C 7.34 -15.41 4.53
C 6.20 -15.48 5.58
C 6.61 -14.90 6.84
N 6.92 -14.43 7.83
H 7.49 -15.38 2.28
H 6.21 -14.54 2.80
H 6.13 -16.22 2.94
H 7.84 -14.48 4.77
H 8.08 -16.11 4.72
H 5.72 -16.47 5.58
H 5.40 -14.78 5.18
C 4.57 -19.65 4.34
C 6.06 -19.69 4.15
C 6.50 -19.95 2.69
C 6.16 -18.83 1.85
N 5.93 -17.90 1.22
H 4.19 -20.64 4.23
H 4.17 -18.93 3.64
H 4.30 -19.34 5.35
H 6.59 -20.36 4.78
H 6.46 -18.67 4.42
H 6.08 -20.93 2.42
H 7.57 -20.05 2.57
C 9.86 -19.02 3.77
C 11.29 -18.51 3.71
C 11.52 -17.33 2.71
C 10.93 -16.11 3.22
N 10.45 -15.16 3.62
H 9.36 -18.95 2.81
H 9.45 -18.28 4.38
H 9.75 -20.04 4.22
H 11.96 -19.30 3.41
H 11.63 -18.22 4.73
H 11.23 -17.61 1.64
H 12.57 -17.19 2.61


*two*
124
Properties=species:S:1:pos:R:3 method="wB97M-V/def2-TZVPD" charge=0 smiles="C[C@H]1COC(=O)O1.C[C@H]1COC(=O)O1.C[C@H]1COC(=O)O1.C[C@H]1COC(=O)O1.COC(=O)OC.COC(=O)OC.COC(=O)OC.CCCC#N.CCCC#N.CCCC#N" multiplicity=1 gap_ev=9.92
C -1.94 5.66 3.82
C -3.37 5.44 3.32
C -3.82 6.52 2.29
O -4.26 5.71 1.22
C -4.02 4.46 1.43
O -4.30 3.54 0.68
O -3.47 4.24 2.60
H -1.48 4.77 4.23
H -2.00 6.42 4.59
H -1.15 5.86 3.09
H -3.99 5.55 4.17
H -3.06 7.21 1.92
H -4.47 7.20 2.85
C 0.94 0.34 3.46
C 1.57 1.33 4.41
C 0.97 2.78 4.41
O 0.88 3.06 5.79
C 1.15 1.97 6.54
O 1.11 1.96 7.75
O 1.37 0.91 5.67
H 1.35 -0.68 3.43
H 0.89 0.69 2.43
H -0.12 0.22 3.77
H 2.59 1.32 4.10
H -0.02 2.80 3.99
H 1.52 3.52 3.84
C 2.78 -0.98 -4.72
C 1.64 -1.07 -5.70
C 1.06 -2.46 -5.76
O -0.27 -2.27 -5.37
C -0.52 -0.97 -5.16
O -1.58 -0.41 -4.95
O 0.59 -0.25 -5.26
H 2.42 -1.31 -3.76
H 3.20 0.01 -4.55
H 3.55 -1.64 -5.12
H 1.91 -0.72 -6.78
H 1.62 -3.22 -5.15
H 1.11 -2.85 -6.83
C 1.54 -4.67 3.47
C 0.28 -4.19 2.88
C -0.53 -3.17 3.56
O -0.91 -2.29 2.58
C -0.16 -2.56 1.52
O -0.12 -1.79 0.52
O 0.61 -3.61 1.68
H 1.32 -5.21 4.42
H 2.08 -3.83 3.72
H 2.10 -5.41 2.84
H -0.38 -4.90 2.58
H 0.01 -2.69 4.34
H -1.41 -3.53 4.05
C -1.92 -4.52 -1.23
O -1.57 -3.36 -1.92
C -2.29 -2.24 -1.64
O -3.24 -2.21 -0.59
O -2.12 -1.21 -2.37
C -2.86 -0.07 -2.07
H -3.02 -4.58 -1.10
H -1.45 -4.51 -0.23
H -1.62 -5.43 -1.74
H -3.37 0.18 -3.01
H -2.07 0.61 -1.70
H -3.68 -0.04 -1.35
C 5.64 -5.13 -2.77
O 4.64 -4.10 -2.83
C 3.40 -4.25 -2.36
O 3.13 -5.39 -1.56
O 2.54 -3.30 -2.69
C 1.18 -3.39 -2.30
H 5.08 -5.93 -3.09
H 6.05 -5.36 -1.78
H 6.41 -4.91 -3.50
H 0.69 -4.25 -2.79
H 0.61 -2.54 -2.58
H 1.06 -3.50 -1.18
C -2.47 5.63 -1.31
O -1.98 5.35 -2.61
C -2.18 4.13 -3.11
O -2.97 3.17 -2.48
O -1.64 3.86 -4.31
C -1.49 2.53 -4.67
H -3.48 5.21 -1.29
H -2.45 6.67 -1.13
H -1.99 5.02 -0.50
H -0.93 2.69 -5.57
H -2.47 2.04 -4.67
H -0.90 2.04 -3.89
C 5.35 -2.71 0.77
C 3.91 -2.31 0.40
C 3.10 -1.58 1.43
C 3.54 -0.25 1.61
N 3.86 0.83 1.83
H 5.89 -1.75 0.72
H 5.92 -3.31 0.06
H 5.40 -3.10 1.75
H 3.37 -3.27 0.22
H 3.74 -1.73 -0.55
H 3.22 -2.05 2.42
H 2.05 -1.48 1.28
C 1.26 0.33 -1.82
C 1.09 1.32 -0.68
C 0.38 2.64 -0.97
C 0.14 3.40 0.28
N -0.04 4.02 1.24
H 1.80 0.78 -2.61
H 0.30 0.01 -2.20
H 1.89 -0.47 -1.56
H 2.10 1.58 -0.47
H 0.69 0.83 0.22
H -0.57 2.33 -1.34
H 0.88 3.20 -1.73
C -2.03 1.38 1.57
C -2.96 0.21 1.60
C -4.39 0.62 1.51
C -5.22 -0.60 1.62
N -5.83 -1.55 1.71
H -1.01 1.06 1.62
H -2.24 2.14 2.33
H -2.27 1.94 0.63
H -2.70 -0.29 2.54
H -2.61 -0.40 0.77
H -4.59 1.12 0.55
H -4.53 1.37 2.30


Which structure is the most stable? The one labeled *two*.